# 1
Entry from the Open Molecules 2025 dataset: a structure of composition C40H40BrIrN5O2P (ωB97M-V with the def2-TZVPD basis set).

Last column: Löwdin charge in e.
Positions of all 90 atoms, in Å:
Ir1 -0.5043 0.7434 2.4581  1.16
Br1 2.4977 -0.6662 -4.1278  0.89
P1 -1.2539 -0.2479 -5.5250  1.07
O1 -1.6623 -0.1233 -3.9481  -0.08
O2 -1.6365 -1.3108 -2.0463  0.15
N1 -1.9996 2.1783 2.8450  -0.10
N2 0.0999 -0.6885 4.2179  0.00
N3 1.0391 2.0718 3.1639  -0.03
N4 -1.9680 -0.6567 1.8596  -0.10
N5 1.1547 -0.3866 1.8107  -0.08
C1 -2.6708 -0.2419 -6.5595  -0.28
C2 0.1811 5.5952 4.0358  -0.04
C3 0.4768 -3.9518 -5.8885  -0.02
C4 -0.2898 -3.5299 -3.6335  0.01
C5 0.1230 -1.5859 6.4284  0.00
C6 2.0279 -0.5865 -2.2993  -0.65
C7 1.0460 3.0602 -5.3266  -0.05
C8 -4.9303 -0.2294 -8.1445  -0.02
C9 1.8224 -1.6677 -0.1680  -0.01
C10 0.3097 -4.3631 -4.5671  -0.02
C11 -3.0247 0.9231 -7.2485  -0.05
C12 0.6190 4.4900 3.3151  -0.04
C13 -4.5795 -1.3889 -7.4590  -0.04
C14 1.3491 2.0646 -7.5044  -0.04
C15 0.6221 3.2450 3.9219  -0.34
C16 -0.2408 4.1938 5.9434  -0.05
C17 0.0403 -2.7019 -6.3110  -0.03
C18 -3.4485 -1.4030 -6.6661  -0.05
C19 2.0142 -1.8982 5.0046  0.03
C20 1.4860 -0.4534 0.4144  -0.26
C21 -0.1458 1.0672 -5.9135  -0.33
C22 0.1909 3.0841 5.2308  -0.05
C23 1.7011 0.6346 -1.7182  -0.09
C24 1.3274 -1.2070 4.0228  -0.26
C25 2.1003 -1.7346 -1.5249  -0.10
C26 -0.4893 -0.8870 5.3925  -0.10
C27 1.6501 3.0551 -6.5767  -0.03
C28 -0.2486 5.4483 5.3463  -0.05
C29 -1.3572 -1.2580 -3.2039  -0.43
C30 1.3991 -2.0844 6.2380  0.00
C31 0.4432 1.0697 -7.1806  -0.07
C32 -3.9460 0.7081 2.6350  -0.17
C33 1.4203 0.6962 -0.3637  -0.03
C34 0.1477 2.0629 -4.9855  -0.09
C35 -3.2298 1.7056 3.5310  -0.21
C36 -3.2828 -0.6551 2.5604  -0.21
C37 -0.7065 -2.2768 -4.0515  -0.17
C38 -0.5460 -1.8725 -5.3713  -0.26
C39 1.8319 -1.0726 2.6524  -0.04
C40 -4.1590 0.9209 -8.0418  -0.04
H1 -2.0818 -0.6024 0.8478  0.10
H2 -4.4372 1.8123 -8.5866  0.12
H3 1.6178 1.4946 3.7721  0.10
H4 -0.4337 -3.8408 -2.6076  0.13
H5 -5.1819 -2.2811 -7.5584  0.12
H6 -3.1593 -2.3118 -6.1519  0.12
H7 -5.8103 -0.2277 -8.7740  0.13
H8 2.3957 -2.6722 -1.9742  0.12
H9 -3.1081 -1.0339 3.5689  0.12
H10 -1.4772 -0.4621 5.5192  0.11
H11 0.6467 -5.3476 -4.2721  0.13
H12 -3.8794 2.5525 3.7531  0.13
H13 0.1915 6.5728 3.5737  0.12
H14 -0.5781 6.3117 5.9073  0.12
H15 2.7450 -1.5832 2.3561  0.15
H16 1.1718 1.6477 0.0901  0.10
H17 -0.5617 4.0807 6.9701  0.12
H18 1.7142 1.5330 -2.3156  0.10
H19 1.2758 3.8472 -4.6207  0.12
H20 -4.0354 1.1322 1.6277  0.13
H21 -2.9283 1.2497 4.4742  0.11
H22 -2.4145 1.8141 -7.1741  0.12
H23 0.1986 0.3071 -7.9117  0.12
H24 1.8142 2.0735 -8.4804  0.12
H25 -4.9669 0.5694 2.9905  0.13
H26 1.9064 -2.6200 7.0289  0.13
H27 -0.3332 2.0611 -4.0179  0.11
H28 -3.9445 -1.3646 2.0619  0.13
H29 0.9434 -4.6208 -6.5989  0.13
H30 0.2085 2.1036 5.6946  0.11
H31 -1.5770 2.9565 3.3527  0.07
H32 3.0008 -2.2950 4.8042  0.14
H33 2.3549 3.8339 -6.8356  0.12
H34 1.8530 -2.5709 0.4289  0.12
H35 -2.2979 2.5633 1.9491  0.11
H36 -1.5677 -1.5793 2.0138  0.10
H37 0.1605 -2.3994 -7.3429  0.13
H38 1.6574 2.3733 2.4139  0.11
H39 -0.3992 -1.7268 7.3643  0.13
H40 0.9701 4.6072 2.2956  0.12

Atoms 1-2, force components in eV/Å:
0.873 0.158 0.121
0.003 0.013 0.160

## Properties
spin multiplicity = 2
⟨S²⟩ = 0.753
charge = +3
HOMO level (alpha / beta) = -15.52 / -15.78 eV
energy relative to the best compared isomer or geometry (same formula, charge and spin) = 32.5 kJ/mol
gap between HOMO and LUMO (alpha / beta) = 7.3722 / 7.6426 eV
molecular weight = 925.9 g/mol

***

# 2
Entry from the Open Molecules 2025 dataset: a structure of composition C40H40BrN11O4Ti (ωB97M-V with the def2-TZVPD basis set).

Last column: Löwdin charge in e.
Positions of all 97 atoms, in Å:
Br1 -0.0586 -2.5276 -1.1537  0.95
Ti1 -1.1013 0.8219 0.9330  0.94
O1 -0.5052 2.0475 -0.1085  -0.23
O2 -1.9625 -0.0920 -0.4064  -0.14
O3 -3.7252 -1.2670 -1.0291  0.04
O4 3.2289 3.7548 -1.1306  0.06
N1 -2.5534 1.8543 1.6894  0.00
N2 -0.9793 3.2655 2.7771  0.19
N3 0.2154 1.1970 2.2940  0.03
N4 -3.0193 -3.2333 -3.0512  0.21
N5 -5.2195 -3.4858 -2.4351  0.23
N6 1.0532 1.5392 -1.7093  0.04
N7 2.1831 -0.2039 1.8901  0.18
N8 0.9928 0.2347 -1.4618  0.02
N9 0.5608 -1.9061 2.2653  0.08
N10 -1.9118 -0.8535 2.0165  -0.01
N11 -3.5154 -4.0503 -0.9653  0.09
C1 2.1308 5.8341 -1.3256  -0.01
C2 2.2521 -2.9978 -2.6224  -0.11
C3 -3.8467 1.6952 1.3255  -0.10
C4 -0.3173 4.6558 -0.7990  -0.01
C5 4.1339 3.6575 2.5319  -0.05
C6 1.7810 -1.4809 1.8667  -0.33
C7 2.7796 -2.4091 1.4819  0.00
C8 3.2252 4.6866 2.7991  -0.05
C9 1.5661 0.9023 2.1896  -0.27
C10 -3.9263 -3.5316 -2.1176  -0.46
C11 1.8683 4.4461 2.9013  0.02
C12 1.5291 -1.9972 -2.0859  -0.57
C13 -3.2310 3.8866 2.8262  0.01
C14 -2.2198 2.9656 2.4399  -0.30
C15 5.1398 -3.8858 -4.8084  -0.07
C16 3.8787 -3.8589 -4.2477  -0.04
C17 -4.9080 -3.0429 0.8577  -0.17
C18 4.5663 -2.0836 -2.7801  -0.04
C19 -2.8480 -0.9838 -0.2246  -0.62
C20 -0.2365 6.0176 -1.0098  -0.08
C21 0.7240 2.3927 -0.5569  -0.38
C22 -4.8459 2.5506 1.6887  -0.05
C23 0.3436 -3.2193 2.3187  -0.18
C24 0.1108 2.5544 2.5987  -0.26
C25 -4.5285 3.6865 2.4636  -0.05
C26 2.5237 -3.7519 1.5321  -0.06
C27 5.8331 -2.1348 -3.3280  -0.07
C28 2.3407 2.1090 2.4177  -0.12
C29 0.9876 6.6068 -1.2850  -0.07
C30 1.4228 3.1406 2.7028  -0.09
C31 -2.6487 -1.7595 1.1165  -0.28
C32 3.7042 2.3581 2.3387  -0.01
C33 -4.3592 -4.3120 0.1891  -0.14
C34 1.6947 -0.5814 -2.1640  -0.20
C35 1.2658 -4.1771 1.9669  -0.08
C36 0.8237 3.8683 -0.8635  -0.09
C37 2.0623 4.4671 -1.0922  -0.27
C38 6.1249 -3.0250 -4.3477  -0.07
C39 -3.9202 -2.3149 1.7775  -0.13
C40 3.5669 -2.9435 -3.2361  -0.23
H1 1.8036 1.8677 -2.3219  0.15
H2 -2.0631 -3.0675 -2.7638  0.04
H3 -2.5190 -4.0161 -0.8099  0.11
H4 -3.6121 -2.9985 2.5751  0.12
H5 -5.1932 -4.9469 -0.1262  0.12
H6 3.1936 2.9945 -0.5398  0.09
H7 1.1717 5.2417 3.1162  0.12
H8 -3.7608 -4.8758 0.9062  0.13
H9 -5.7731 -3.3312 1.4577  0.12
H10 1.0155 -5.2219 2.0153  0.10
H11 -5.2976 4.3881 2.7413  0.11
H12 1.0548 7.6707 -1.4549  0.11
H13 3.6004 5.6911 2.9327  0.11
H14 -5.8582 2.3641 1.3738  0.11
H15 -4.0704 0.8282 0.7102  0.11
H16 4.3581 -1.4101 -1.9614  0.11
H17 6.5961 -1.4784 -2.9434  0.11
H18 7.1170 -3.0592 -4.7692  0.11
H19 3.1147 -4.5375 -4.6019  0.11
H20 1.4963 2.1526 0.2197  0.13
H21 -5.9275 -3.6488 -1.7402  0.12
H22 4.3883 1.5504 2.1299  0.12
H23 2.3928 -0.2297 -2.9314  0.14
H24 -5.2422 -2.3461 0.0911  0.09
H25 -1.2655 4.1797 -0.5767  0.12
H26 -2.4672 -0.6508 2.8518  0.12
H27 -4.4660 -1.4834 2.2329  0.12
H28 -3.3190 -2.7305 -3.8705  0.13
H29 3.7336 -2.0125 1.1765  0.11
H30 3.0991 6.2599 -1.5264  0.12
H31 -2.9120 4.7394 3.4028  0.12
H32 -1.1294 6.6178 -0.9576  0.10
H33 -0.9968 -1.2744 2.3188  0.04
H34 -1.9957 -2.6050 0.8518  0.09
H35 3.2826 -4.4690 1.2582  0.11
H36 -0.6383 -3.5166 2.6739  0.11
H37 5.3531 -4.5888 -5.5993  0.11
H38 1.8281 -3.9939 -2.5792  0.10
H39 5.1872 3.8882 2.4687  0.11
H40 -5.5014 -3.0228 -3.2829  0.14

Atoms 1-2, force components in eV/Å:
-0.003 -0.275 0.001
-0.708 -2.685 1.353

## Properties
spin multiplicity = 2
⟨S²⟩ = 0.764
charge = +1
HOMO level (alpha / beta) = -8.31 / -9.94 eV
energy relative to the best compared isomer or geometry (same formula, charge and spin) = 233.0 kJ/mol
gap between HOMO and LUMO (alpha / beta) = 5.2193 / 6.8080 eV
molecular weight = 866.6 g/mol